No. 1
20
Properties=species:S:1:pos:R:3 method="wB97M-V/def2-TZVPD" e_above_lowest_kcal_mol=36.9 e_tot_ha=-672.05803 charge=0 mol_weight_g_mol=128.24 max_force_ha_per_bohr=0.03802
C 0.152 1.574 1.350
C 0.843 0.225 1.527
C 0.625 -0.829 0.758
C -0.406 -0.964 -0.297
C -1.823 -1.139 0.297
C -0.199 0.039 -1.457
C 1.246 0.277 -1.848
S -1.405 0.859 -2.179
H 0.909 2.263 0.974
H -0.197 2.024 2.328
H -0.646 1.620 0.627
H 1.599 0.137 2.373
H 1.174 -1.780 0.980
H -0.155 -1.880 -0.831
H -2.218 -0.142 0.532
H -2.506 -1.553 -0.466
H -1.828 -1.718 1.202
H 1.788 -0.692 -1.995
H 1.258 0.809 -2.790
H 1.789 0.871 -1.086

---

No. 2
20
Properties=species:S:1:pos:R:3 method="wB97M-V/def2-TZVPD" e_above_lowest_kcal_mol=269.2 e_tot_ha=-671.68785 charge=0 mol_weight_g_mol=128.24 max_force_ha_per_bohr=0.13390
C -0.925 -0.879 -1.115
C 1.781 -0.543 -0.994
C -2.107 -0.103 -0.758
C -1.185 0.622 1.560
C -2.443 0.526 0.530
C 0.311 0.826 0.995
C 3.059 -0.047 -0.374
S 0.411 -0.550 -0.015
H -0.630 -0.801 -2.060
H 2.075 -1.424 -1.411
H -2.560 0.466 -1.675
H -2.891 -0.964 -0.524
H -1.325 1.238 2.331
H -1.185 -0.270 2.142
H -3.099 1.265 0.460
H 0.534 1.862 0.568
H 3.921 -0.055 -0.967
H 2.782 0.894 -0.006
H 3.455 -0.661 0.418
H 0.022 -1.403 0.897

---

No. 3
23
Properties=species:S:1:pos:R:3 method="wB97M-V/def2-TZVPD" e_above_lowest_kcal_mol=97.4 e_tot_ha=-1866.50382 charge=0 mol_weight_g_mol=224.44 max_force_ha_per_bohr=0.06431
C 1.517 -0.121 -1.526
C 0.288 0.273 -1.068
C 2.869 -0.315 1.081
C -0.322 0.188 0.178
C -0.605 2.852 -2.085
C 0.867 -2.366 0.688
C -2.892 -0.189 1.234
S 2.951 -0.642 -0.626
S -0.757 0.988 -2.325
S 0.529 -0.677 1.403
S -1.613 1.120 0.752
H 1.887 -0.190 -2.567
H 3.491 -0.992 1.773
H 2.801 0.659 1.361
H -1.152 3.082 -1.089
H -0.906 3.139 -3.069
H 0.509 3.072 -2.068
H 1.671 -2.788 1.200
H 0.844 -2.334 -0.344
H -0.026 -2.946 0.833
H -3.758 0.244 1.637
H -2.626 -0.694 2.133
H -3.228 -0.641 0.350

---

No. 4
20
Properties=species:S:1:pos:R:3 method="wB97M-V/def2-TZVPD" e_above_lowest_kcal_mol=46.0 e_tot_ha=-563.31236 charge=0 mol_weight_g_mol=124.26 max_force_ha_per_bohr=0.08602
Si -2.600 -0.044 0.116
C -0.881 0.191 -0.594
C -0.016 1.337 -0.034
C 1.293 0.618 0.608
C 2.116 0.221 -0.495
C 1.487 -0.830 -1.056
C 0.305 -1.171 -0.236
C 0.661 -0.605 1.104
H -2.158 -0.444 1.441
H -3.431 -1.203 -0.562
H -3.384 1.090 -0.021
H -0.807 0.267 -1.757
H -0.564 1.953 0.716
H 0.353 1.914 -0.849
H 1.778 1.268 1.371
H 2.927 0.851 -0.868
H 1.816 -1.469 -1.837
H -0.161 -2.150 -0.259
H 1.436 -1.261 1.442
H -0.171 -0.532 1.771

---

No. 5
27
Properties=species:S:1:pos:R:3 method="wB97M-V/def2-TZVPD" e_tot_ha=-750.84794 charge=0 mol_weight_g_mol=203.99 max_force_ha_per_bohr=0.07659
C -1.229 2.887 -2.210
C -2.159 2.608 -0.972
O -2.460 1.208 -0.828
B -1.593 0.594 0.072
O -2.134 0.280 1.304
C -0.059 0.279 -0.310
O 0.994 1.167 0.173
C 2.054 0.297 0.344
O 2.929 0.402 1.071
O 1.889 -0.825 -0.499
C 0.515 -1.161 -0.273
C 0.185 -2.114 0.921
O 1.126 -2.099 1.978
C 2.255 -2.923 1.727
H -1.694 3.594 -2.918
H -0.240 3.278 -1.914
H -1.133 1.922 -2.744
H -1.773 3.076 -0.045
H -3.127 3.102 -1.186
H -1.403 0.057 1.904
H -0.037 0.506 -1.403
H -0.007 -1.652 -1.124
H -0.813 -1.901 1.343
H 0.135 -3.145 0.501
H 2.987 -2.468 1.028
H 2.792 -3.030 2.691
H 2.001 -3.941 1.369

---

No. 6
24
Properties=species:S:1:pos:R:3 method="wB97M-V/def2-TZVPD" e_above_lowest_kcal_mol=0.0 e_tot_ha=-3033.18082 charge=0 mol_weight_g_mol=221.10 max_force_ha_per_bohr=0.14014
C -3.101 -0.445 0.532
C -1.852 -1.120 0.158
C -0.744 -0.034 0.386
C 0.537 -0.381 -0.299
N 0.482 -0.351 -1.682
C 1.638 -0.779 0.318
Br 3.298 -1.318 -0.552
H -3.967 -1.009 0.107
H -3.134 -0.517 1.582
H -3.118 0.570 0.128
H -1.769 -2.067 0.678
H -1.647 -1.345 -0.910
H -0.525 0.084 1.436
H -1.204 0.931 0.014
H 1.399 -0.146 -2.182
H -0.321 0.178 -2.125
H 1.502 -1.207 1.304
C 4.415 1.686 0.917
N 3.219 2.010 0.587
C 2.038 1.810 0.162
O 1.692 1.784 -1.009
H 5.156 2.334 1.442
H 4.698 0.644 0.835
H 1.382 1.875 1.019

---

No. 7
24
Properties=species:S:1:pos:R:3 method="wB97M-V/def2-TZVPD" e_above_lowest_kcal_mol=114.3 e_tot_ha=-919.27690 charge=0 mol_weight_g_mol=176.65 max_force_ha_per_bohr=0.06355
C -0.958 0.566 -0.562
C -0.683 -0.672 -0.183
C 2.659 -0.302 -0.651
C -1.684 -1.382 0.805
C 0.981 -2.047 -1.367
C 1.334 0.298 1.419
C -1.815 2.785 -0.262
N 0.676 -1.253 -0.211
N 1.619 -0.275 0.085
O -2.057 1.325 -0.320
Cl 3.916 0.824 -0.058
H -0.146 1.017 -1.177
H -1.052 -1.930 1.461
H -2.363 -1.956 0.164
H -2.175 -0.579 1.306
H 0.825 -1.568 -2.323
H 1.972 -2.302 -1.403
H 0.460 -2.977 -1.367
H 0.327 0.791 1.468
H 1.174 -0.536 2.133
H 2.257 0.876 1.647
H -1.792 3.080 0.753
H -2.687 3.239 -0.668
H -0.789 2.976 -0.688

---

No. 8
22
Properties=species:S:1:pos:R:3 method="wB97M-V/def2-TZVPD" e_above_lowest_kcal_mol=48.9 e_tot_ha=-1024.11610 charge=0 mol_weight_g_mol=160.72 max_force_ha_per_bohr=0.08668
C -1.828 2.362 -1.527
C -1.465 1.384 -0.690
C -0.620 1.489 0.579
C 0.856 1.151 0.467
Cl 1.588 2.099 -0.913
Si 1.503 -0.740 0.417
C 0.909 -1.518 2.050
C 0.660 -1.638 -1.116
C -0.064 -2.702 -0.973
H -1.520 3.380 -1.427
H -2.431 2.253 -2.416
H -1.965 0.433 -0.802
H -0.692 2.566 0.732
H -0.940 0.725 1.270
H 1.438 1.585 1.312
H 2.856 -0.433 -0.131
H -0.243 -1.525 2.020
H 1.060 -2.602 1.994
H 1.119 -0.976 2.984
H 0.837 -1.175 -2.016
H -0.753 -2.976 -1.770
H -0.304 -3.141 -0.046

---

No. 9
21
Properties=species:S:1:pos:R:3 method="wB97M-V/def2-TZVPD" e_above_lowest_kcal_mol=23.1 e_tot_ha=-374.32269 charge=0 mol_weight_g_mol=116.18 max_force_ha_per_bohr=0.07890
C -2.381 -0.045 -0.321
C -0.967 -0.367 0.121
C -0.752 -1.797 0.242
C 0.045 0.570 0.302
C -0.059 2.098 0.059
C 1.400 0.129 0.714
C 2.283 -0.216 -0.544
F 3.590 -0.424 -0.093
H -2.584 1.041 -0.388
H -3.088 -0.589 0.391
H -2.574 -0.498 -1.282
H 0.338 -2.246 0.078
H -1.242 -2.253 1.158
H -1.263 -2.216 -0.711
H -1.101 2.350 -0.327
H 0.313 2.726 0.987
H 0.629 2.339 -0.825
H 1.291 -0.814 1.264
H 1.995 0.876 1.377
H 1.876 -1.240 -0.910
H 2.251 0.577 -1.294

---

No. 10
21
Properties=species:S:1:pos:R:3 method="wB97M-V/def2-TZVPD" e_above_lowest_kcal_mol=123.4 e_tot_ha=-374.16284 charge=0 mol_weight_g_mol=116.18 max_force_ha_per_bohr=0.07907
C 0.447 -0.570 -1.737
C -0.054 0.712 0.052
C 1.166 0.117 -2.811
C 0.853 -1.928 -1.339
C -0.088 -0.363 2.258
C -1.490 1.684 1.810
C -0.925 0.386 1.216
F -0.445 1.822 -0.597
H 1.209 1.187 -2.631
H 0.563 -0.027 -3.712
H 2.169 -0.281 -3.003
H 0.623 -2.585 -2.185
H 0.300 -2.282 -0.471
H 1.927 -2.020 -1.151
H 0.755 0.254 2.564
H -0.688 -0.588 3.137
H 0.301 -1.290 1.846
H -2.061 1.479 2.712
H -0.672 2.357 2.062
H -2.135 2.187 1.092
H -1.757 -0.252 0.890

---

No. 11
24
Properties=species:S:1:pos:R:3 method="wB97M-V/def2-TZVPD" e_above_lowest_kcal_mol=77.2 e_tot_ha=-846.99868 charge=0 mol_weight_g_mol=278.08 max_force_ha_per_bohr=0.11407
C 0.610 -1.981 1.770
C -0.731 2.280 0.258
C -0.247 0.503 -1.703
C -2.379 0.484 -0.200
C 0.127 -1.280 0.625
C -0.835 0.812 -0.324
C 2.578 -0.928 -0.343
O -0.066 0.033 0.662
F 3.426 -1.866 -0.013
F 2.570 -0.956 -1.691
I 3.230 0.990 0.237
H -0.065 -2.346 2.438
H 1.357 -1.306 2.267
H 1.286 -2.916 1.361
H -0.034 2.957 -0.409
H -1.712 2.778 0.489
H -0.179 2.098 1.249
H 0.056 -0.609 -1.795
H 0.662 1.135 -1.814
H -1.112 0.844 -2.333
H -2.481 -0.477 -0.539
H -2.789 0.400 0.886
H -2.992 1.288 -0.885
H -0.280 -1.939 -0.193

---

No. 12
21
Properties=species:S:1:pos:R:3 method="wB97M-V/def2-TZVPD" e_above_lowest_kcal_mol=17.3 e_tot_ha=-572.10347 charge=0 mol_weight_g_mol=224.09 max_force_ha_per_bohr=0.07572
C -1.141 0.572 0.084
C -0.494 1.416 -0.751
C 0.694 2.211 -0.191
C -0.435 1.216 -2.225
H -1.919 -0.066 -0.259
H -1.128 0.491 1.141
H 0.419 2.839 0.734
H 0.965 2.902 -0.984
H 1.552 1.470 0.179
H 0.387 1.673 -2.740
H -1.288 1.773 -2.602
H -0.551 0.099 -2.592
C -0.843 -2.598 0.843
C 0.301 -1.952 0.734
C 1.038 -1.287 1.857
I 1.291 -2.047 -1.194
H -1.449 -2.386 1.729
H -1.118 -3.249 0.101
H 2.139 -1.460 1.725
H 0.480 -1.465 2.752
H 1.101 -0.154 1.661